# 1
Formula: C6H11NO2
Source: the OMol25 dataset
Level of theory: ωB97M-V/def2-TZVPD

Values from the calculation:
Gap between HOMO and LUMO, eV: 8.27
Relative energy (zero: lowest compared OMol25 entry of this formula, charge and spin), kJ/mol: 311.0

ORCA input file:
```
! RIJCOSX wB97M-V def2-TZVPD def2/J DEFGRID3
* xyz 0 1
C 0.420 -1.714 1.816
C -0.343 -1.556 0.730
N -1.074 -0.387 0.202
C -2.128 -0.436 -0.800
C -0.079 0.579 0.209
O -0.200 1.473 1.248
C 0.888 0.790 -0.730
C 1.913 1.869 -0.639
O 1.023 -0.037 -1.823
H 0.934 -0.885 2.289
H 0.660 -2.706 2.181
H -0.754 -2.449 0.260
H -3.071 -0.680 -0.300
H -1.950 -1.219 -1.550
H -2.222 0.526 -1.320
H -0.896 1.081 1.802
H 2.836 1.572 -1.146
H 1.537 2.798 -1.074
H 2.194 2.083 0.399
H 0.314 -0.701 -1.755
*
```


# 2
Formula: C6H11NO2
Source: the OMol25 dataset
Level of theory: ωB97M-V/def2-TZVPD

Values from the calculation:
Gap between HOMO and LUMO, eV: 9.55
Relative energy (zero: lowest compared OMol25 entry of this formula, charge and spin), kJ/mol: 197.0

ORCA input file:
```
! RIJCOSX wB97M-V def2-TZVPD def2/J DEFGRID3
* xyz 0 1
C -2.053 -0.238 -0.003
C -0.561 0.116 -0.080
C -0.144 0.157 -1.547
C -0.361 1.461 0.623
C 0.160 -1.223 0.715
O -0.315 -2.331 0.664
H -2.261 -1.179 -0.508
H -2.390 -0.316 1.030
H -2.642 0.528 -0.508
H -0.786 0.843 -2.104
H -0.222 -0.834 -1.995
H 0.863 0.542 -1.693
H -1.012 2.215 0.175
H 0.646 1.857 0.528
H -0.623 1.393 1.680
H 0.654 -0.868 1.633
N 2.483 -1.232 0.389
C 2.666 -0.036 0.225
O 2.830 1.081 -0.030
H 3.069 -1.935 0.806
*
```


# 3
Formula: C6H11NO2
Source: the OMol25 dataset
Level of theory: ωB97M-V/def2-TZVPD

Values from the calculation:
Gap between HOMO and LUMO, eV: 9.13
Relative energy (zero: lowest compared OMol25 entry of this formula, charge and spin), kJ/mol: 436.3

ORCA input file:
```
! RIJCOSX wB97M-V def2-TZVPD def2/J DEFGRID3
* xyz 0 1
C -1.574 -1.034 -1.199
C 0.677 1.210 -1.986
C -0.801 0.476 2.139
C 0.628 0.525 -0.701
C 1.093 0.033 0.389
C -0.324 -0.536 1.114
N 2.257 -0.288 1.017
O -1.134 0.017 -0.348
O -0.307 -1.744 1.353
H 2.143 -1.015 1.716
H 3.121 -0.041 0.557
H -0.802 -1.795 -1.350
H -1.843 -0.602 -2.165
H -2.450 -1.518 -0.762
H 1.713 1.512 -2.176
H 0.359 0.563 -2.808
H 0.051 2.106 -1.983
H -1.877 0.337 2.262
H -0.300 0.285 3.090
H -0.629 1.509 1.842
*
```


# 4
Formula: C6H11NO3S
Source: the OMol25 dataset
Level of theory: ωB97M-V/def2-TZVPD

Values from the calculation:
⟨S²⟩: 2.0081
Gap between HOMO and LUMO (spin up / spin down), eV: 7.11 / 6.56
Relative energy (zero: lowest compared OMol25 entry of this formula, charge and spin), kJ/mol: 294.4

ORCA input file:
```
! RIJCOSX wB97M-V def2-TZVPD def2/J DEFGRID3
* xyz 0 3
C -1.388 -0.903 -1.165
C -1.653 1.615 -0.752
C -1.203 1.507 -2.099
C -0.702 0.440 -1.192
C 0.418 -0.143 2.177
C 1.821 -1.873 0.994
N 1.231 -0.568 1.058
O -1.125 -1.805 -0.378
O 1.313 1.843 0.258
O 2.107 -0.082 -1.211
S 1.206 0.497 -0.278
H -2.215 -1.040 -1.995
H -1.086 2.342 -0.071
H -2.586 1.279 -0.506
H -1.922 1.191 -2.864
H -0.450 2.204 -2.486
H 0.718 0.220 3.227
H -0.192 0.659 1.799
H -0.366 -0.822 2.517
H 2.511 -1.859 0.074
H 2.486 -2.056 2.002
H 1.076 -2.645 0.891
*
```


# 5
Formula: C6H11NO4
Source: the OMol25 dataset
Level of theory: ωB97M-V/def2-TZVPD

Values from the calculation:
Gap between HOMO and LUMO (spin up / spin down), eV: 8.92 / 5.51

ORCA input file:
```
! RIJCOSX wB97M-V def2-TZVPD def2/J DEFGRID3
* xyz 2 1
C 5.355 -1.507 2.415
C -2.005 0.522 -0.831
C 3.183 -0.424 2.035
C -3.608 -1.028 -1.302
C 0.347 -0.203 -0.164
C -0.611 0.872 0.038
N -0.382 2.292 -0.506
O -2.466 1.367 -1.489
O 2.175 -0.074 1.511
O -2.402 -0.656 -0.558
O 4.111 -1.132 2.197
H 6.045 -1.133 1.783
H 5.721 -1.866 3.351
H -3.262 -1.672 -2.170
H -4.115 -0.165 -1.625
H -4.200 -1.565 -0.613
H 1.127 0.041 -0.768
H 0.167 -1.134 0.199
H -1.005 0.962 1.037
H 0.190 2.988 0.143
H -1.351 2.537 -0.706
H 0.255 2.216 -1.383
*
```


# 6
Formula: C6H11NO5Pt
Source: the OMol25 dataset
Level of theory: ωB97M-V/def2-TZVPD

Values from the calculation:
Gap between HOMO and LUMO, eV: 7.97

ORCA input file:
```
! RIJCOSX wB97M-V def2-TZVPD def2/J DEFGRID3
* xyz 2 1
Pt 0.375 -0.431 2.405
C 1.508 2.031 -6.161
C 1.990 2.438 -4.834
C 3.005 3.475 -4.639
O 1.490 1.934 -3.771
C 3.582 -0.865 2.910
O 4.708 -0.984 2.780
O 2.422 -0.753 3.061
H 0.764 2.780 -6.468
H 1.027 1.053 -6.155
H 2.308 2.066 -6.897
H 2.508 4.436 -4.833
H 3.797 3.386 -5.380
H 3.391 3.481 -3.624
H 0.804 1.264 -3.951
N -0.329 0.227 4.152
C -1.838 0.145 4.138
C -2.367 -0.071 2.727
O -3.524 -0.087 2.470
O -1.412 -0.225 1.785
H 0.059 -0.320 4.918
H -0.032 1.192 4.286
H -2.253 1.068 4.535
H -2.156 -0.680 4.771
*
```


| no. | largest force on an atom (eV/A) |
| --- | --- |
| 1 | 3.51 |
| 2 | 4.19 |
| 3 | 2.71 |
| 4 | 6.02 |
| 5 | 5.84 |
| 6 | 0.23 |